Below is one molecule with the formula C5H10BBrFIO4S, with properties calculated with the ωB97M-V functional and the def2-TZVPD basis.

Geometry as XYZ:
```
24
Properties=species:S:1:pos:R:3:lowdin_charge:R:1
O -0.054 -2.883 0.742 0.1810
B -1.089 -2.052 0.416 -0.6554
O -2.233 -2.001 1.199 0.1479
C -0.895 -1.131 -0.844 -0.0038
C -0.018 0.084 -0.470 -0.3427
C 1.237 0.166 -1.310 -0.1073
O 2.143 1.158 -0.822 -0.1244
C 3.154 0.666 -0.060 -0.8285
F 2.675 0.129 1.113 -0.0325
Br 4.351 2.111 0.367 0.7635
O -0.718 1.316 -0.670 -0.2316
C -1.686 1.573 0.270 -1.1164
S -2.715 2.876 -0.434 0.7325
I -0.842 2.108 2.217 0.7927
H -0.274 -3.501 1.444 0.1096
H -2.090 -1.772 2.119 0.1052
H -1.843 -0.764 -1.240 0.1236
H -0.410 -1.704 -1.638 0.1158
H 0.292 0.045 0.579 0.0905
H 0.978 0.460 -2.328 0.1497
H 1.716 -0.817 -1.335 0.1414
H 3.734 -0.116 -0.553 0.1108
H -2.276 0.686 0.498 0.0365
H -3.138 3.364 0.738 -0.1578
```

Computed properties:
- LUMO level (eV) = 0.18
- highest occupied orbital energy (eV) = -9.31
- largest force on an atom (eV Å⁻¹) = 0.61
- spin multiplicity = 1
- HOMO-LUMO gap (eV) = 9.5
- E_tot (eV) = -105911.3686

---

Below is C28H27MgN3SSi as an isolated structure, with properties calculated with the ωB97M-V functional and the def2-TZVPD basis.

Geometry as XYZ:
```
61
Properties=species:S:1:pos:R:3:lowdin_charge:R:1
C 1.101 -2.686 1.567 -0.2165
C 0.086 -2.099 0.750 -0.1763
C 0.296 -2.580 -0.592 -0.1645
H -0.716 -1.447 1.086 0.0945
C 1.445 -3.428 -0.584 -0.1599
C 1.914 -3.520 0.753 -0.1876
H 2.675 -4.207 1.114 0.0981
H 1.161 -2.588 2.647 0.1028
H -0.374 -2.425 -1.436 0.0924
H 1.799 -3.995 -1.442 0.1022
Mg 1.966 -1.167 0.138 0.7420
C -1.878 1.859 1.334 -0.1532
H -1.068 2.552 1.085 -0.0029
H -2.843 2.268 1.033 0.0152
H -1.919 1.741 2.435 0.0242
Si -2.050 1.029 -1.424 0.7051
C -3.764 1.734 -1.291 -0.4149
C -4.788 0.886 -0.814 -0.1302
H -4.608 -0.190 -0.708 0.1002
C -6.006 1.430 -0.401 -0.1000
H -6.761 0.768 0.030 0.0953
C -6.237 2.812 -0.528 -0.1084
H -7.172 3.242 -0.168 0.0898
C -5.273 3.626 -1.143 -0.1095
H -5.460 4.695 -1.304 0.0949
C -4.040 3.095 -1.528 -0.1221
H -3.258 3.733 -1.954 0.0905
C -2.173 0.041 -2.986 -0.3745
C -3.373 -0.060 -3.739 -0.1071
H -4.250 0.539 -3.464 0.0932
C -3.463 -0.952 -4.814 -0.1021
H -4.412 -1.068 -5.340 0.0957
C -2.336 -1.683 -5.213 -0.1218
H -2.389 -2.330 -6.089 0.0882
C -1.137 -1.560 -4.499 -0.1185
H -0.253 -2.125 -4.800 0.0923
C -1.052 -0.723 -3.385 -0.1786
H -0.130 -0.664 -2.796 0.0554
H -1.689 0.855 0.904 -0.0669
H -0.993 2.036 -0.820 -0.0641
N 4.600 0.955 2.389 0.1739
C 4.872 -0.083 3.284 -0.1783
C 5.573 -0.065 4.480 -0.0153
C 5.578 -1.251 5.238 -0.0723
C 4.853 -2.376 4.790 -0.0695
C 4.083 -2.342 3.613 0.0054
C 4.094 -1.173 2.844 -0.1860
N 3.395 -0.786 1.697 0.1133
C 3.703 0.517 1.465 -0.2229
C 3.068 1.328 0.436 -0.2855
C 3.233 2.671 0.196 -0.3202
S 2.239 3.223 -1.106 1.0633
C 1.618 1.603 -1.295 -0.3991
N 2.135 0.727 -0.435 -0.0398
H 5.011 1.884 2.406 0.1704
H 6.094 0.848 4.790 0.1159
H 6.153 -1.298 6.172 0.1098
H 4.882 -3.286 5.393 0.1077
H 3.478 -3.191 3.297 0.1046
H 3.882 3.317 0.773 0.0798
H 0.876 1.334 -2.044 0.0525
```

Computed properties:
- relative energy (zero: lowest compared OMol25 entry of this formula, charge and spin) (kcal/mol) = 12.2
- LUMO level (alpha / beta) (eV) = -1.25 / -1.25
- highest occupied orbital energy (alpha / beta) (eV) = -4.01 / -4.01
- largest force on an atom (eV Å⁻¹) = 2.44
- spin multiplicity = 1
- HOMO-LUMO gap (alpha / beta) (eV) = 2.8 / 2.8
- E_tot (eV) = -58099.3873

---

Below is a 14-piece molecular cluster, C27H80FO17S4 overall, with properties calculated with the ωB97M-V functional and the def2-TZVPD basis.

Geometry as XYZ:
```
129
Properties=species:S:1:pos:R:3:lowdin_charge:R:1
F 18.635 -11.217 12.323 -0.4210
C 15.043 -18.369 11.677 -0.1157
O 15.017 -16.976 11.451 -0.1871
C 14.190 -16.642 10.337 -0.2076
C 14.140 -15.150 10.179 -0.2551
O 13.354 -14.656 11.169 -0.1031
C 13.154 -13.323 10.887 -0.2129
C 12.061 -12.762 11.849 -0.1951
O 10.800 -13.137 11.402 -0.1716
C 10.007 -11.995 11.121 -0.1055
H 14.012 -18.694 11.785 0.0845
H 15.622 -18.589 12.565 0.0819
H 15.581 -18.876 10.887 0.0804
H 13.166 -17.001 10.619 0.1353
H 14.429 -17.211 9.403 0.1323
H 13.531 -15.096 9.198 0.1420
H 15.103 -14.561 10.061 0.1431
H 12.833 -13.159 9.849 0.1244
H 13.980 -12.615 11.062 0.1056
H 12.118 -11.667 12.006 0.0919
H 12.277 -13.256 12.838 0.1378
H 9.069 -12.425 10.681 0.0989
H 10.475 -11.422 10.302 0.0854
H 9.768 -11.371 11.958 0.0756
C 16.118 -8.684 12.181 -0.0795
O 15.006 -8.750 11.275 -0.1973
C 13.900 -9.497 11.785 -0.1895
C 12.762 -9.305 10.789 -0.2195
O 12.772 -10.188 9.708 -0.1384
C 13.383 -9.600 8.541 -0.1557
C 13.633 -10.681 7.499 -0.2567
O 12.541 -11.449 7.314 -0.1472
C 12.771 -12.621 6.601 -0.0960
H 16.846 -9.439 12.057 0.0566
H 15.811 -8.530 13.192 0.0751
H 16.520 -7.725 11.968 0.0715
H 13.652 -9.107 12.807 0.1308
H 14.202 -10.612 11.870 0.1278
H 12.783 -8.252 10.439 0.1327
H 11.794 -9.429 11.314 0.1176
H 14.343 -9.187 8.725 0.1069
H 12.713 -8.805 8.205 0.1290
H 14.470 -11.270 7.889 0.1055
H 14.063 -10.106 6.671 0.1334
H 13.219 -12.393 5.658 0.0808
H 11.852 -13.157 6.494 0.0857
H 13.472 -13.262 7.150 0.0847
C 19.417 -8.747 14.133 -0.1645
O 18.981 -10.015 14.563 -0.1701
H 20.284 -8.910 13.491 0.0737
H 18.666 -8.067 13.689 0.0749
H 19.696 -8.176 15.012 0.0676
H 18.738 -10.487 13.750 0.0079
C 18.641 -15.662 8.971 -0.2168
O 18.771 -14.383 8.518 -0.1114
H 17.686 -15.889 9.472 0.0710
H 18.755 -16.354 8.135 0.0700
H 19.413 -16.006 9.736 0.0875
H 18.552 -13.694 9.139 -0.0018
C 16.938 -11.640 9.111 -0.1171
O 17.760 -12.441 9.963 -0.1870
H 16.037 -11.312 9.607 0.0641
H 17.484 -10.786 8.742 0.0770
H 16.700 -12.317 8.299 0.0803
H 18.211 -11.778 10.615 0.0914
C 19.428 -14.360 12.182 -0.2235
O 19.582 -13.558 13.264 -0.1760
H 19.964 -15.292 12.316 0.0545
H 18.407 -14.655 12.060 0.0638
H 19.744 -13.859 11.255 0.0834
H 19.239 -12.640 12.989 0.0721
C 15.909 -13.454 12.912 -0.1676
O 16.204 -12.082 12.834 -0.1683
H 15.920 -13.965 11.912 0.0660
H 16.624 -14.055 13.513 0.0723
H 14.869 -13.483 13.288 0.0833
H 17.114 -11.849 12.479 0.0338
C 12.563 -10.962 15.220 -0.2016
O 12.448 -9.976 16.222 -0.1229
H 13.604 -11.196 14.778 0.0852
H 12.043 -11.927 15.471 0.0826
H 12.040 -10.660 14.311 0.0442
H 13.238 -9.956 16.742 -0.0032
C 21.010 -11.247 9.486 -0.1128
O 21.263 -10.707 10.822 -0.1795
H 21.021 -12.310 9.589 0.0610
H 20.081 -10.777 9.079 0.0848
H 21.814 -10.979 8.818 0.0578
H 20.394 -10.676 11.306 0.0519
C 19.317 -15.891 15.279 -0.2339
S 21.012 -16.647 15.082 0.8551
O 21.397 -16.287 13.649 -0.5991
C 22.005 -15.379 16.068 -0.2319
H 19.055 -15.784 16.320 0.0418
H 18.590 -16.421 14.690 0.0431
H 19.462 -14.904 14.783 0.0291
H 23.086 -15.478 15.877 0.0511
H 21.878 -15.606 17.114 0.0280
H 21.625 -14.388 15.751 0.0357
C 23.055 -13.578 12.815 -0.2537
S 23.570 -12.545 14.200 0.7685
O 24.567 -11.670 13.537 -0.5804
C 22.103 -11.509 14.419 -0.2556
H 22.011 -14.007 12.881 0.0379
H 23.797 -14.410 12.680 0.0668
H 23.114 -12.835 11.996 0.0485
H 22.295 -10.823 15.274 0.0639
H 21.315 -12.276 14.654 0.0397
H 21.852 -11.016 13.491 0.0352
C 17.181 -12.059 16.476 -0.2012
S 16.213 -10.470 16.155 0.8940
O 15.002 -10.384 17.078 -0.5907
C 17.380 -9.458 17.131 -0.2674
H 18.206 -11.753 16.385 0.0177
H 16.957 -12.811 15.777 0.0075
H 16.946 -12.472 17.472 0.0662
H 18.381 -9.897 17.090 0.0267
H 17.017 -9.403 18.204 0.0772
H 17.470 -8.481 16.605 0.0486
C 23.155 -8.057 9.699 -0.2252
S 22.245 -7.780 8.106 0.7872
O 22.903 -6.747 7.280 -0.5829
C 20.819 -6.861 8.687 -0.2767
H 23.391 -7.118 10.202 0.0525
H 24.034 -8.626 9.450 0.0450
H 22.345 -8.479 10.303 0.0274
H 20.309 -6.340 7.866 0.0557
H 21.171 -6.059 9.338 0.0499
H 20.175 -7.598 9.233 0.0583
```

Computed properties:
- LUMO level (eV) = 2.06
- highest occupied orbital energy (eV) = -6.45
- largest force on an atom (eV Å⁻¹) = 3.72
- spin multiplicity = 1
- total charge = -1
- HOMO-LUMO gap (eV) = 8.5
- E_tot (eV) = -110154.8784

---

Below is C9H12BF4N3O4Pt as an isolated structure, with properties calculated with the ωB97M-V functional and the def2-TZVPD basis.

Geometry as XYZ:
```
34
Properties=species:S:1:pos:R:3:lowdin_charge:R:1
Pt -0.760 -0.122 -1.595 1.2293
N -1.679 1.657 -1.429 -0.0985
C -2.941 1.581 -2.208 -0.2025
C -2.657 0.833 -3.499 -0.2100
N -2.028 -0.461 -3.158 -0.1009
H -1.820 1.717 -0.406 0.0707
H -1.094 2.435 -1.716 0.1228
H -3.345 2.575 -2.405 0.1242
H -3.660 1.035 -1.597 0.1259
H -1.922 1.392 -4.079 0.1254
H -3.551 0.708 -4.110 0.1251
H -1.525 -0.890 -3.939 0.0895
H -2.711 -1.154 -2.859 0.1226
F 1.862 -1.627 -3.283 0.1690
B 0.757 -2.420 -3.194 -1.1807
F 0.982 -3.752 -3.073 0.1891
F -0.181 -2.120 -4.204 0.0879
F 0.036 -2.005 -1.904 -0.1194
O -1.225 1.101 1.221 0.0045
C -0.089 0.640 1.082 -0.5769
O 0.452 0.287 -0.038 -0.1776
C 0.810 0.478 2.269 -0.1167
C 0.751 1.406 3.302 -0.0033
C 1.579 1.279 4.407 -0.0488
C 2.454 0.208 4.499 0.0051
C 2.479 -0.711 3.466 -0.1268
C 1.685 -0.596 2.341 0.0732
N 3.399 -1.862 3.568 -0.3521
O 3.319 -2.721 2.717 0.0901
O 4.178 -1.875 4.502 0.0746
H 0.046 2.223 3.232 0.1208
H 1.540 2.010 5.202 0.1091
H 3.108 0.075 5.347 0.1196
H 1.752 -1.323 1.545 0.1354
```

Computed properties:
- relative energy (zero: lowest compared OMol25 entry of this formula, charge and spin) (kcal/mol) = 7.4
- LUMO level (eV) = -0.31
- highest occupied orbital energy (eV) = -9.94
- largest force on an atom (eV Å⁻¹) = 0.47
- spin multiplicity = 1
- HOMO-LUMO gap (eV) = 9.6
- E_tot (eV) = -36985.9503

---

Below is C3H6ClNO2 as an isolated structure, with properties calculated with the ωB97M-V functional and the def2-TZVPD basis.

Geometry as XYZ:
```
13
Properties=species:S:1:pos:R:3:lowdin_charge:R:1
C -0.032 -0.179 -0.413 -0.4159
C -1.245 0.246 0.493 -0.4122
C 0.757 -1.222 0.100 -0.4239
H 0.492 1.932 -0.601 0.0328
H 1.356 1.108 -1.555 0.2235
H -0.319 -0.369 -1.497 0.1593
H -1.520 1.264 0.013 0.0997
H -1.225 0.145 1.606 0.0851
H 1.127 0.165 1.431 0.1757
N 0.939 1.058 -0.335 -0.0026
O 1.370 -0.899 1.310 0.0308
O 1.018 -2.335 -0.625 -0.0008
Cl -2.718 -0.914 0.074 0.4484
```

Computed properties:
- relative energy (zero: lowest compared OMol25 entry of this formula, charge and spin) (kcal/mol) = 77.2
- LUMO level (eV) = -0.15
- highest occupied orbital energy (eV) = -10.43
- largest force on an atom (eV Å⁻¹) = 9.17
- spin multiplicity = 1
- HOMO-LUMO gap (eV) = 10.3
- E_tot (eV) = -21312.7706

---

Which value of spin multiplicity does entry 3 give? 1